No. 1
# C41H59CaCl3CsF11KN3O16S

C41H59CaCl3CsF11KN3O16S as an isolated structure in a non-equilibrium geometry (ωB97M-V with the def2-TZVPD basis set, the Open Molecules 2025 dataset).

## Properties
frontier orbital gap = 1.3 eV
DFT total energy = -194279.544 eV
charge = 0
HOMO energy = -5.9 eV

XYZ file:
```
137
Properties=species:S:1:pos:R:3:forces:R:3
C -0.69461 4.96751 0.68333 -0.02 0.85 -0.26
C 0.18562 6.08012 1.49632 -1.41 -0.67 -0.96
N 1.30955 6.47143 0.58596 3.53 -2.25 1.99
C 2.44284 5.53809 0.69484 -0.71 -0.77 -0.78
N 2.32449 4.31884 -0.02852 3.50 1.66 2.93
C 3.47410 3.47073 0.08981 0.14 -0.45 0.00
C 3.41622 2.10276 -0.69164 3.37 -1.24 0.78
C 2.14673 1.62966 -1.53994 -0.40 1.08 0.79
C 1.58783 2.72223 -2.58053 -0.84 -0.08 -0.47
C 1.67469 2.26922 -4.11852 -0.90 1.29 -0.20
F 2.41780 3.28598 -4.85592 -0.83 -1.98 1.15
C 4.64187 1.13235 -0.64822 -0.34 2.92 1.32
C 4.70336 -0.26474 -1.43437 0.48 0.81 0.42
C 4.06182 -1.44221 -0.55058 0.21 -0.53 -0.66
C 2.62047 -1.93759 -1.06406 0.11 0.12 1.50
C 1.48010 -1.55584 0.03752 -0.48 -0.91 -0.90
C 0.03613 -1.53055 -0.77266 0.25 0.68 2.30
C -1.16905 -0.94062 0.11467 -0.23 -0.04 -0.44
C -2.21744 -0.09530 -0.79715 -0.38 -0.31 0.04
C -3.66578 -0.77258 -0.89216 -0.27 -0.33 0.18
C -4.42182 -0.94348 0.51270 -0.85 0.23 -0.55
C -5.11021 0.42362 1.06765 -0.29 -1.50 0.90
C -4.81348 0.50118 2.67044 0.01 1.01 -1.13
C -3.52103 1.44549 2.88271 -0.46 -1.55 0.67
O -3.90311 2.63403 3.60811 0.98 -0.04 -1.86
C -3.90400 3.81748 2.77470 -0.21 1.79 0.20
C 5.90568 1.50254 0.19962 -2.82 2.50 0.05
C 5.89589 2.83833 0.96578 -1.44 -1.33 -2.00
S 7.41456 3.19161 1.99738 -3.33 -2.24 4.80
O 7.05699 3.85741 3.31066 1.40 -0.94 -4.15
O 7.97609 1.78594 2.36790 -2.83 5.98 -5.71
C 8.72629 4.11975 1.06105 2.48 2.38 0.27
F 9.91469 4.07077 1.88057 -2.69 -0.19 -1.56
F 8.39330 5.49493 0.97064 0.42 -3.74 -0.01
C 9.12866 3.46463 -0.34240 -0.05 -0.47 -1.93
F 8.11644 3.65788 -1.30096 2.25 -0.49 2.69
F 9.37192 2.06793 -0.18209 -0.81 2.86 -0.04
C 10.51281 4.07031 -0.97442 0.54 0.52 -2.54
F 10.52945 5.48635 -0.96169 0.14 -3.61 0.57
F 11.66745 3.53157 -0.33894 -3.05 1.59 -1.64
F 10.47944 3.70651 -2.35409 0.54 0.72 4.16
C 4.69742 3.87592 0.93475 1.38 -2.21 -0.56
N 4.87152 5.06510 1.72558 -5.66 0.23 -3.07
C 3.70667 5.85144 1.55823 1.74 -0.98 -0.08
Cl 3.68464 7.44708 2.48122 0.07 -2.32 -1.33
H -0.69945 3.94518 1.19049 -0.03 1.29 -0.63
H -1.75339 5.39758 0.55526 1.51 -0.89 0.32
H -0.26651 4.91016 -0.38750 -0.67 -0.02 1.87
H 0.58387 5.68824 2.49200 -0.63 0.52 -1.17
H -0.49833 6.99895 1.61273 1.45 -1.39 -0.10
H 1.61413 7.44599 0.71017 -0.32 -0.61 -0.02
H 2.29831 0.65542 -2.11395 0.31 1.31 0.92
H 1.29918 1.41889 -0.77738 1.31 0.40 -1.05
H 2.06656 3.75660 -2.48725 -0.57 -1.66 -0.05
H 0.46308 2.85475 -2.34661 1.85 -0.05 -0.33
H 0.61585 2.29290 -4.57676 1.79 -0.14 0.75
H 2.10493 1.22412 -4.28049 -0.11 1.51 0.12
H 5.82448 -0.48605 -1.60649 -1.86 0.36 0.23
H 4.22597 -0.19993 -2.48176 0.76 0.02 1.70
H 4.76961 -2.34896 -0.59526 -1.05 1.41 0.24
H 3.93566 -1.09732 0.53048 0.31 -0.56 -1.47
H 2.66965 -3.11365 -1.11841 0.30 1.78 0.00
H 2.33149 -1.48609 -2.09555 0.69 -0.64 1.38
H 1.69917 -0.55918 0.55985 -0.45 -1.27 -1.20
H 1.47797 -2.34967 0.87810 -0.10 1.19 -1.36
H -0.18595 -2.64478 -1.08619 -3.06 4.69 4.15
H 0.21238 -0.86251 -1.69254 -0.43 -1.10 0.79
H -1.71515 -1.80183 0.65601 0.92 1.31 -0.88
H -0.70751 -0.27127 0.91755 -0.58 -0.92 -1.12
H -1.81760 -0.02078 -1.87754 -0.50 0.13 1.69
H -2.33211 0.96413 -0.36083 0.28 -1.59 -0.77
H -4.33939 -0.16258 -1.59713 0.95 -0.83 1.04
H -3.59777 -1.82555 -1.36254 0.19 1.50 0.58
H -5.28653 -1.69215 0.33383 1.43 1.01 0.31
H -3.76602 -1.40764 1.33468 -0.73 0.67 -1.27
H -4.69499 1.31636 0.49241 -0.74 -1.06 0.92
H -6.25812 0.35153 0.91691 2.15 0.31 -0.06
H -4.60353 -0.53350 3.10504 -0.48 1.31 -0.64
H -5.73810 0.95857 3.19010 1.72 -0.65 -0.61
H -2.74802 0.83596 3.49270 -1.07 1.23 -0.64
H -3.03682 1.63882 1.86611 -0.67 0.15 1.35
H -4.96084 4.13013 2.41896 1.56 -0.86 0.47
H -3.20289 3.77147 1.87540 -0.93 -0.22 1.20
H -3.53941 4.70015 3.42356 -0.50 -1.43 -0.93
H 6.77622 0.75611 0.23268 -1.36 1.56 0.00
C -7.18873 0.69044 -2.68053 1.77 1.96 -0.96
O -8.20231 1.23978 -3.11741 -1.27 -0.09 -0.23
O -6.94565 0.48567 -1.46373 0.85 1.83 3.30
O -6.24625 0.24434 -3.38194 1.05 -0.96 -2.22
Cs 8.97100 0.61757 3.89072 2.73 -3.19 4.12
K -8.21859 -1.19954 -1.66315 -2.17 -2.87 0.08
Cl -0.34866 7.84510 -0.85054 -0.64 0.71 -0.58
Ca 0.73247 -3.34814 -2.14425 2.95 -3.00 -4.55
C -3.37698 0.75136 -6.01790 -0.39 0.25 0.01
C -2.35534 0.41328 -7.08085 0.09 -0.33 -0.22
C -1.08082 0.97688 -6.48536 0.28 0.30 -0.10
O -1.21358 0.88765 -5.05776 -0.15 -0.22 -0.07
C -2.57864 0.56869 -4.74347 0.00 -0.05 0.29
H -4.27071 0.12678 -6.05288 0.06 0.10 0.10
H -3.68552 1.79659 -6.11870 -0.03 -0.11 0.07
H -2.27157 -0.67429 -7.18206 0.01 0.05 -0.06
H -2.58732 0.83031 -8.06203 0.05 -0.02 0.08
H -0.95411 2.03296 -6.74454 0.04 -0.05 -0.08
H -0.19053 0.43045 -6.80617 0.02 0.07 0.11
H -2.60906 -0.47332 -4.40210 -0.14 -0.05 0.04
H -2.92980 1.21127 -3.93308 0.08 -0.04 -0.03
O 9.26227 2.12161 -4.66770 -0.11 -0.04 0.12
Cl 7.96775 2.73321 -4.89232 0.10 0.29 -0.47
O 7.72294 2.84317 -6.31340 0.04 -0.09 0.35
O 7.94562 4.05035 -4.29092 -0.02 -0.21 0.06
O 6.93533 1.90980 -4.28932 -0.08 -0.15 0.23
C -1.93304 -3.80001 4.13317 -0.19 0.17 -0.25
C -2.02978 -5.30943 4.02683 0.63 0.33 0.59
O -3.20210 -5.68616 3.28719 -0.38 -0.37 -1.24
C -3.07851 -5.70002 1.94579 1.40 0.43 1.39
O -2.06639 -5.42175 1.35358 -0.89 -0.21 -0.19
C -4.38140 -6.15984 1.29676 -1.86 -0.32 -1.08
F -5.46963 -5.60159 1.86437 0.72 -0.04 0.06
F -4.54467 -7.49862 1.39365 0.78 0.82 -0.86
F -4.44452 -5.86048 -0.01348 0.56 0.05 0.63
H -2.84785 -3.38601 4.56455 0.12 -0.08 0.08
H -1.08586 -3.51026 4.75817 -0.07 -0.07 -0.03
H -1.81038 -3.34302 3.14746 0.09 -0.07 0.06
H -2.13371 -5.74228 5.02405 -0.29 -0.09 -0.24
H -1.12880 -5.73933 3.58125 -0.25 0.01 -0.17
C -6.66219 -11.08646 7.23560 -0.24 -0.29 0.28
O -5.77167 -10.21314 6.54275 -0.02 0.20 -0.40
C -6.20963 -9.82673 5.33261 0.08 0.01 0.08
O -7.25148 -10.15184 4.81882 0.43 0.14 0.20
O -5.28377 -9.01450 4.79447 -0.30 -0.32 0.32
C -5.61881 -8.52313 3.49657 -0.16 0.03 0.12
H -6.20789 -11.33212 8.19605 0.16 0.19 -0.19
H -7.61868 -10.59325 7.42174 0.06 -0.11 -0.17
H -6.80762 -12.01254 6.67512 -0.11 0.18 -0.02
H -6.53438 -7.92784 3.53510 -0.01 -0.21 -0.04
H -5.72275 -9.34732 2.78708 -0.13 0.08 0.11
H -4.81079 -7.88671 3.16802 -0.06 -0.37 0.92
```
Forces are in eV/Å.

Atomic partial charges in e from the Mulliken method, atoms 1 to 99:
1 C -0.507
2 C -0.617
3 N -0.173
4 C -0.605
5 N -0.007
6 C -0.115
7 C -0.052
8 C 1.277
9 C -0.410
10 C 0.197
11 F -0.374
12 C 0.201
13 C -1.066
14 C -0.829
15 C -0.916
16 C -0.139
17 C -0.289
18 C -0.381
19 C 0.228
20 C -0.803
21 C 0.224
22 C -0.514
23 C -0.694
24 C 0.423
25 O -0.453
26 C -0.348
27 C -0.909
28 C 0.374
29 S 1.145
30 O -0.565
31 O -0.886
32 C 0.603
33 F -0.284
34 F -0.216
35 C 0.595
36 F -0.166
37 F -0.246
38 C 0.498
39 F -0.224
40 F -0.221
41 F -0.163
42 C 0.619
43 N -0.558
44 C 0.132
45 Cl -0.172
46 H 0.071
47 H 0.336
48 H 0.186
49 H 0.256
50 H 0.411
51 H 0.544
52 H -0.870
53 H -0.253
54 H 0.384
55 H 0.223
56 H -0.107
57 H 0.167
58 H 0.522
59 H 0.353
60 H 0.371
61 H 0.409
62 H 0.118
63 H 0.781
64 H 0.413
65 H 0.357
66 H 0.193
67 H 0.596
68 H -0.259
69 H 0.395
70 H 0.004
71 H -0.026
72 H 0.129
73 H 0.257
74 H 0.136
75 H -0.131
76 H 0.390
77 H 0.241
78 H 0.170
79 H 0.363
80 H 0.198
81 H -0.314
82 H 0.240
83 H 0.071
84 H 0.247
85 H 0.100
86 C 0.751
87 O -0.655
88 O -0.867
89 O -0.554
90 Cs 0.951
91 K 0.946
92 Cl -0.623
93 Ca 0.688
94 C -0.559
95 C -0.609
96 C -0.567
97 O -0.275
98 C -0.155
99 H 0.322

***

No. 2
# C41H59F2N4P2SSi2W

C41H59F2N4P2SSi2W as an isolated structure in a non-equilibrium geometry (ωB97M-V with the def2-TZVPD basis set, the Open Molecules 2025 dataset).

## Properties
frontier orbital gap (alpha / beta) = 7.1 / 7.1 eV
DFT total energy = -101862.383 eV
charge = +1
HOMO energy (alpha / beta) = -9.5 / -9.6 eV

XYZ file:
```
112
Properties=species:S:1:pos:R:3:forces:R:3
W 0.36993 0.42841 -1.26965 1.00 0.19 -0.14
C -0.48052 -3.79710 -3.42358 0.13 0.12 -0.05
Si -0.20693 -1.96066 -3.19125 -0.22 -0.03 -0.21
C 0.52344 -1.30022 -4.79069 -0.04 -0.06 0.06
C -1.82532 -1.09588 -2.71664 -0.21 0.28 0.20
N 0.80212 -1.48164 -1.83491 -0.39 0.01 0.21
P 0.83437 -2.01398 -0.22743 0.09 -0.13 -0.55
C 1.07007 -0.61187 0.62923 -0.23 -0.08 0.29
P 2.34082 0.48158 0.64829 -0.30 0.03 0.22
N 2.21152 1.12549 -0.88700 0.41 0.20 -0.15
Si 3.55710 1.54915 -1.97091 0.08 0.06 -0.10
C 4.09711 -0.00962 -2.86893 -0.04 0.16 0.04
C 4.98185 2.25043 -0.96819 -0.02 -0.03 -0.07
C 3.02272 2.85419 -3.20647 0.06 -0.04 0.07
C 1.95930 1.82413 1.79873 0.03 0.00 0.01
C 2.01292 3.15812 1.41228 0.01 -0.02 0.04
C 1.66534 4.15850 2.31175 0.00 0.02 0.00
C 1.26898 3.82654 3.59818 0.00 0.02 0.01
C 1.21793 2.49292 3.98977 0.00 -0.04 -0.01
C 1.55838 1.49423 3.09208 0.00 0.02 0.03
C 3.99368 -0.06219 1.13647 0.04 0.09 -0.02
C 4.76389 0.69382 2.02088 0.03 -0.04 0.05
C 6.04512 0.28424 2.35787 0.00 0.00 0.01
C 6.56912 -0.88155 1.81640 -0.02 0.01 -0.01
C 5.80736 -1.64117 0.93827 -0.01 -0.01 -0.02
C 4.52581 -1.23361 0.60206 0.06 0.02 -0.02
C -0.75742 -2.75898 0.22134 -0.01 0.05 0.08
C -1.06192 -4.09094 -0.03842 0.02 -0.02 0.03
C -2.31815 -4.59433 0.27321 -0.01 -0.05 -0.02
C -3.26970 -3.77341 0.85934 0.00 0.00 0.01
C -2.95625 -2.45257 1.15933 0.02 0.04 0.00
C -1.70322 -1.94889 0.84891 -0.01 -0.10 -0.04
C 2.00182 -3.38979 -0.16195 -0.03 0.09 0.15
C 2.19308 -4.04148 1.05668 0.04 -0.02 -0.03
C 3.13009 -5.05716 1.15637 0.00 0.02 0.01
C 3.87509 -5.42583 0.04134 0.01 -0.01 0.01
C 3.68353 -4.78091 -1.17213 0.02 -0.02 -0.02
C 2.74803 -3.75980 -1.27480 -0.02 0.01 -0.04
H -1.24074 -3.91578 -4.20363 0.04 0.02 0.02
H 0.43125 -4.27353 -3.79522 -0.02 0.02 0.03
H -0.82062 -4.34088 -2.54726 -0.04 0.05 0.02
H 0.54352 -2.08552 -5.55093 -0.02 0.02 0.05
H -0.04066 -0.45831 -5.19383 0.00 -0.04 0.03
H 1.55136 -0.96215 -4.64535 -0.04 -0.01 0.00
H -2.34384 -0.60089 -3.53993 0.00 -0.09 -0.06
H -2.52027 -1.76914 -2.20509 0.02 -0.10 -0.10
H -1.69323 -0.28898 -1.95425 -0.02 -0.19 -0.15
H 4.41644 -0.78342 -2.16695 -0.01 0.03 0.01
H 3.28127 -0.41805 -3.46949 0.02 0.01 0.02
H 4.93781 0.19831 -3.53719 -0.04 0.02 0.02
H 5.64281 1.46980 -0.58670 -0.03 0.01 -0.01
H 5.57604 2.90191 -1.61664 -0.03 -0.05 0.03
H 4.65364 2.85260 -0.11708 -0.02 -0.01 -0.04
H 2.35670 2.47402 -3.98057 0.01 -0.01 0.02
H 2.54487 3.71378 -2.72820 0.03 -0.04 0.03
H 3.92373 3.23114 -3.70140 -0.05 -0.04 0.00
H 2.30211 3.41949 0.40191 0.01 -0.02 -0.01
H 1.70297 5.19556 2.00255 -0.01 -0.02 0.02
H 0.99740 4.60585 4.29996 0.01 -0.02 -0.02
H 0.90895 2.23355 4.99499 0.00 0.01 -0.01
H 1.49848 0.45151 3.38408 -0.01 0.01 -0.01
H 4.36906 1.60434 2.45131 -0.01 0.01 -0.02
H 6.63395 0.87902 3.04463 -0.01 -0.02 -0.02
H 7.56978 -1.19915 2.08063 -0.02 0.00 0.00
H 6.20551 -2.55455 0.51407 0.01 0.02 0.01
H 3.94632 -1.83220 -0.08445 -0.04 -0.02 -0.02
H -0.31185 -4.74650 -0.46326 0.00 0.00 -0.01
H -2.54891 -5.63215 0.06715 0.01 0.03 0.01
H -4.24630 -4.16965 1.10651 0.01 0.00 0.00
H -3.68667 -1.82451 1.65749 0.01 -0.01 -0.02
H -1.40989 -0.93923 1.10583 -0.02 0.05 0.03
H 1.61221 -3.75002 1.92516 0.01 0.00 -0.01
H 3.28237 -5.56093 2.10221 0.00 0.00 -0.02
H 4.60631 -6.22046 0.12163 -0.02 0.02 -0.01
H 4.26284 -5.06998 -2.04023 -0.01 0.00 0.03
H 2.61172 -3.23485 -2.21309 -0.01 -0.01 0.01
C -7.37402 0.58928 0.55831 0.01 -0.01 0.02
C -7.06277 1.45298 -0.66074 0.00 0.01 -0.02
C -5.62243 1.96172 -0.68205 -0.01 0.01 0.04
C -4.61153 0.84630 -0.94659 0.02 -0.02 0.02
N -3.22641 1.27081 -0.78032 -0.14 0.09 0.01
C -2.58706 1.33695 0.38655 0.08 0.09 -0.19
S -0.92907 1.81089 0.45267 -0.10 -0.03 0.08
N -3.25006 1.06609 1.50290 -0.04 -0.04 0.11
C -2.69156 0.93308 2.84843 0.06 -0.01 0.09
C -3.25555 1.94878 3.83392 -0.01 0.04 -0.03
C -2.77714 3.38991 3.64757 -0.02 -0.01 0.00
C -3.35401 4.11813 2.43465 0.01 0.01 -0.01
H -8.42318 0.29370 0.57515 0.03 0.00 0.00
H -7.17554 1.13873 1.48407 -0.01 -0.02 -0.04
H -6.78384 -0.33098 0.57602 -0.02 0.03 0.00
H -7.73623 2.31166 -0.67356 0.01 -0.01 0.00
H -7.26766 0.89457 -1.57979 0.01 0.00 0.03
H -5.39816 2.45512 0.27130 0.01 -0.02 -0.01
H -5.49559 2.72867 -1.44980 -0.02 -0.02 0.00
H -4.72218 0.48258 -1.96890 0.04 0.01 0.00
H -4.77539 -0.02059 -0.30080 -0.03 0.02 -0.01
H -2.76056 1.71461 -1.56073 0.01 -0.06 -0.01
H -4.25262 0.97226 1.43471 -0.03 -0.01 -0.02
H -1.60899 1.03046 2.76611 -0.04 -0.01 0.01
H -2.90811 -0.07982 3.19788 -0.01 0.00 -0.02
H -2.97100 1.60443 4.83120 0.02 0.00 -0.01
H -4.35212 1.91414 3.81012 0.02 0.00 -0.01
H -1.68312 3.40131 3.60397 -0.03 -0.01 -0.03
H -3.05122 3.94623 4.54660 0.00 0.00 0.01
H -2.94117 3.75414 1.49249 -0.01 0.01 0.03
H -3.13097 5.18467 2.48786 0.00 -0.03 0.00
H -4.44291 4.01471 2.39628 0.03 0.00 0.01
F 0.31922 1.32010 -3.55856 0.04 -0.11 -0.10
C -0.23638 2.08753 -2.50550 -0.13 -0.47 0.23
F -1.53033 2.37601 -2.89240 0.03 -0.04 0.01
H 0.31213 3.02253 -2.46421 -0.01 0.20 -0.07
```
Forces are in eV/Å.

Atomic partial charges in e from the Mulliken method, atoms 1 to 99:
1 W -0.249
2 C -1.289
3 Si 0.679
4 C -1.151
5 C -0.235
6 N 0.024
7 P 2.409
8 C -1.418
9 P 1.824
10 N 0.714
11 Si 0.275
12 C -0.362
13 C -1.032
14 C -1.177
15 C 0.127
16 C -0.119
17 C -0.908
18 C -0.498
19 C -0.735
20 C -0.390
21 C 0.813
22 C -0.890
23 C -0.828
24 C -0.739
25 C -1.265
26 C 0.195
27 C -0.304
28 C -0.589
29 C -0.816
30 C -1.012
31 C -0.235
32 C 0.367
33 C 0.084
34 C -0.681
35 C -0.813
36 C -0.610
37 C -0.788
38 C -0.054
39 H 0.452
40 H 0.356
41 H 0.353
42 H 0.460
43 H 0.355
44 H 0.162
45 H 0.546
46 H 0.398
47 H -0.699
48 H 0.074
49 H -0.272
50 H 0.546
51 H 0.260
52 H 0.485
53 H 0.320
54 H 0.262
55 H 0.345
56 H 0.432
57 H 0.380
58 H 0.425
59 H 0.423
60 H 0.431
61 H 0.422
62 H 0.406
63 H 0.473
64 H 0.409
65 H 0.508
66 H 0.247
67 H 0.591
68 H 0.457
69 H 0.435
70 H 0.397
71 H -0.218
72 H 0.481
73 H 0.432
74 H 0.417
75 H 0.441
76 H 0.394
77 C -1.028
78 C -0.716
79 C 0.269
80 C -1.398
81 N 0.085
82 C -0.719
83 S 0.242
84 N 0.657
85 C -0.417
86 C -1.138
87 C 0.052
88 C -0.956
89 H 0.395
90 H 0.253
91 H 0.251
92 H 0.372
93 H 0.339
94 H -0.111
95 H 0.387
96 H 0.578
97 H 0.133
98 H 0.444
99 H -0.035